{"formula": "C6H12Cl3FeO2Ru", "method": "the ωB97M-V functional and the def2-TZVPD basis", "elements": ["Ru", "Cl", "C", "H", "H", "H", "Fe", "C", "C", "C", "H", "H", "H", "H", "H", "H", "H", "H", "Cl", "C", "Cl", "C", "O", "O", "H"], "xyz": [[-1.667548, 0.957840, -0.044065], [-3.443807, 2.142523, -0.652922], [-2.798188, -0.665777, 0.197472], [-2.142055, -1.556952, 0.223524], [-3.514292, -0.738773, -0.639397], [-3.324886, -0.562737, 1.163182], [1.064285, -0.924837, -1.006523], [2.264920, 0.116468, -2.125417], [-1.054512, 0.275141, -1.837740], [2.120458, -2.286797, -0.587393], [-0.949683, -0.832674, -1.926286], [-1.943949, 0.592671, -2.406003], [-0.188755, 0.855288, -2.194857], [3.140930, -0.499794, -2.399748], [1.761083, 0.503841, -3.034809], [2.609413, 0.982844, -1.527237], [1.890573, -3.379478, -0.665878], [3.054836, -2.065172, 0.006841], [2.014433, -0.233791, 2.576049], [0.911805, 1.011845, 3.195985], [1.556185, 2.665958, 3.167813], [-0.383726, 0.959886, 2.348736], [-1.401721, 0.402861, 2.763885], [-0.254023, 1.525731, 1.177034], [0.678224, 0.753887, 4.227752]], "forces_ev_per_a": [[0.4, 0.9, 0.3], [-2.2, 2.1, -0.6], [-1.8, -2.9, 0.9], [-0.3, 0.2, 0.1], [0.2, -0.1, 0.3], [0.0, -0.2, -0.3], [-1.5, 0.5, 0.1], [1.1, 1.6, -1.3], [0.8, -0.3, -2.4], [1.1, -2.9, 1.4], [0.1, 0.5, -0.2], [0.2, -0.3, -0.2], [-0.2, -0.5, -0.3], [-0.5, 0.4, 0.0], [0.3, 0.0, 0.1], [0.1, 0.0, -0.3], [0.4, 0.5, 0.3], [-0.6, -0.3, -0.5], [0.0, 0.4, 0.1], [-0.8, -0.5, 0.0], [0.3, 0.0, 0.1], [-0.2, 0.2, -0.7], [1.2, 0.5, 0.2], [1.6, 0.2, 2.9], [0.1, 0.1, -0.1]], "mulliken_charge": [0.936, -0.567, -1.152, 0.290, 0.357, 0.293, -0.281, -1.136, -1.107, -0.630, 0.366, 0.261, 0.275, 0.289, 0.285, 0.155, 0.076, 0.082, -0.091, -0.019, -0.207, 0.693, -0.636, -0.818, 0.285], "e_lumo_ev": [4.82, 4.80], "total_charge": -2, "multiplicity": 10, "s2": 24.7977, "energy_ev": -85039.4217}


{"formula": "C4H3BrNO2", "method": "the ωB97M-V functional and the def2-TZVPD basis", "elements": ["C", "C", "C", "C", "N", "O", "O", "Br", "H", "H", "H"], "xyz": [[-0.186248, -1.215601, 0.762345], [1.474178, -0.099534, 0.273036], [0.619330, 1.129948, -0.006541], [-0.663733, 0.642043, -0.565983], [-1.128349, -0.589677, 0.110772], [1.034736, 2.189556, 0.243911], [-2.284651, -0.932076, 0.017245], [3.192067, -0.421626, 0.225547], [-0.143960, -2.285586, 1.070431], [-1.409415, 1.392622, -0.614428], [-0.503959, 0.189931, -1.516337]], "forces_ev_per_a": [[4.6, 0.5, -0.6], [-4.5, -3.2, 1.4], [1.1, -2.4, -0.4], [-0.5, -0.1, -0.3], [1.0, 0.6, 1.1], [0.2, 2.4, 0.4], [-0.8, -0.2, -0.2], [-0.4, 0.1, 0.1], [-0.1, 1.2, -0.2], [-0.9, 0.5, 0.1], [0.3, 0.5, -1.4]], "mulliken_charge": [-0.151, -0.053, 0.694, -0.641, 0.553, -0.327, -0.492, 0.287, 0.393, 0.388, 0.352], "e_lumo_ev": [-8.01, -8.01], "total_charge": 1, "multiplicity": 1, "energy_ev": -79808.7770}


{"formula": "C5H7ClO", "method": "the ωB97M-V functional and the def2-TZVPD basis", "elements": ["C", "C", "C", "C", "C", "O", "Cl", "H", "H", "H", "H", "H", "H", "H"], "xyz": [[1.715206, 0.896543, -0.439159], [0.824644, 0.188543, -0.051290], [2.910156, 1.661450, -0.283702], [-2.118889, -1.778008, 0.000415], [-0.399236, -0.389980, 0.262843], [-0.941717, -1.300091, -0.464888], [-3.151532, 1.246799, -0.091973], [2.649014, 2.565255, 0.088047], [3.519912, 1.869909, -1.104160], [3.392281, 1.034250, 0.507451], [-2.669396, -2.176580, -0.918577], [-2.758221, -0.993216, 0.397659], [-2.147600, -2.508365, 0.789070], [-0.824623, -0.316514, 1.308269]], "forces_ev_per_a": [[0.2, -0.3, 0.3], [-1.5, -0.2, -0.8], [0.5, -2.8, 0.6], [-5.0, -1.7, -1.2], [-0.9, -0.8, 1.5], [3.0, 1.5, -0.2], [0.8, -0.2, 0.2], [-0.8, 2.9, 1.6], [0.9, -0.3, -1.5], [0.4, 0.9, -0.6], [0.8, 0.3, 1.4], [0.1, 0.7, -0.3], [1.1, -0.8, 0.2], [0.4, 0.5, -1.3]], "mulliken_charge": [0.526, -0.224, -1.091, -0.587, 0.071, -0.166, -0.667, 0.323, 0.356, 0.288, 0.230, 0.231, 0.318, 0.393], "e_lumo_ev": [-2.13, -2.13], "relative_energy_ev": 4.479, "multiplicity": 1, "energy_ev": -19863.4738}


{"formula": "C52H44Cl10F18NO5S2", "method": "the ωB97M-V functional and the def2-TZVPD basis", "elements": ["C", "C", "C", "C", "C", "C", "C", "F", "F", "C", "F", "F", "F", "N", "C", "C", "C", "C", "C", "S", "O", "O", "O", "C", "C", "C", "C", "F", "F", "C", "F", "F", "C", "F", "F", "C", "F", "F", "S", "F", "F", "F", "F", "F", "C", "C", "O", "O", "H", "H", "H", "H", "H", "H", "H", "H", "H", "H", "H", "H", "H", "H", "H", "H", "H", "H", "H", "H", "H", "H", "H", "H", "Cl", "C", "C", "Cl", "C", "C", "C", "C", "H", "H", "H", "H", "Cl", "C", "C", "Cl", "C", "C", "C", "C", "H", "H", "H", "H", "Cl", "C", "C", "Cl", "C", "C", "C", "C", "H", "H", "H", "H", "Cl", "C", "C", "Cl", "C", "C", "C", "C", "H", "H", "H", "H", "Cl", "C", "C", "Cl", "C", "C", "C", "C", "H", "H", "H", "H"], "xyz": [[0.125962, -1.212440, 4.672724], [0.374822, -1.783964, 3.251743], [1.891896, -1.932923, 3.087413], [-0.217642, -0.730713, 2.280146], [0.333534, -0.837221, 0.876295], [0.091041, -1.874608, 0.059138], [-0.800136, -3.056625, 0.420758], [-1.830256, -2.718803, 1.181364], [-0.028242, -3.970101, 1.048164], [-1.388101, -3.782714, -0.836491], [-1.817939, -2.878140, -1.726772], [-0.485499, -4.586136, -1.389383], [-2.436082, -4.501779, -0.484994], [0.667252, -1.892151, -1.151126], [1.446332, -0.937450, -1.612137], [2.027584, -1.124479, -2.981795], [1.064749, -1.736308, -4.016100], [1.817243, -2.109637, -5.310180], [1.931169, -0.898616, -6.259101], [0.525290, -0.807727, -7.365253], [-0.552736, -0.220192, -6.625385], [0.887704, -0.050814, -8.506908], [0.047685, -2.252738, -7.821592], [1.696840, 0.167122, -0.838832], [2.545131, 1.317062, -1.304637], [4.047676, 0.940025, -1.321621], [4.936861, 2.178009, -1.582625], [4.212420, 3.108319, -2.223509], [5.321124, 2.607863, -0.360119], [6.219680, 1.788208, -2.341196], [5.859120, 1.166641, -3.476527], [6.782195, 0.814428, -1.594008], [7.344824, 2.861439, -2.561694], [8.073013, 2.464375, -3.609845], [8.170192, 2.754207, -1.509807], [7.016109, 4.378901, -2.651546], [6.245809, 4.831639, -1.674486], [8.190979, 4.989298, -2.468571], [6.370522, 5.056233, -4.296414], [5.863837, 3.633629, -4.757988], [7.772977, 4.860737, -4.981903], [6.846247, 6.504861, -3.858870], [4.964939, 5.407348, -3.663320], [5.835313, 5.637739, -5.659215], [1.139429, 0.196724, 0.420664], [1.468752, 1.383312, 1.278375], [2.534363, 1.455437, 1.864238], [0.527706, 2.356567, 1.359548], [-0.912029, -0.870461, 4.699168], [0.801157, -0.366463, 4.813153], [0.265142, -1.963072, 5.433183], [-0.144600, -2.737355, 3.185464], [2.158589, -2.398496, 2.135579], [2.238106, -2.607737, 3.872003], [2.384427, -0.973298, 3.247873], [-1.301542, -0.808920, 2.238922], [-0.009290, 0.239085, 2.729340], [0.532167, -2.670753, -1.790408], [2.873828, -1.815586, -2.868033], [2.447413, -0.213958, -3.399066], [0.556980, -2.645566, -3.676594], [0.289223, -0.995890, -4.232512], [2.790252, -2.529161, -5.052936], [1.276753, -2.935826, -5.771787], [2.873465, -0.971084, -6.792650], [1.885202, -0.012819, -5.624939], [-0.419195, -2.661283, -7.077020], [2.369639, 2.238737, -0.755423], [2.274228, 1.536592, -2.340185], [4.310158, 0.567297, -0.333430], [4.169011, 0.172410, -2.080877], [0.396247, 2.607689, 2.283471], [-0.815796, -1.440694, 7.578807], [-0.713665, -2.704640, 8.759422], [0.511888, -3.213798, 9.162150], [2.001042, -2.604109, 8.523862], [0.562024, -4.236886, 10.097046], [-0.609339, -4.748996, 10.628847], [-1.835594, -4.236132, 10.228096], [-1.887512, -3.214083, 9.295121], [1.517197, -4.635513, 10.409421], [-0.565958, -5.548510, 11.355899], [-2.752879, -4.631863, 10.643062], [-2.847657, -2.817288, 8.986708], [-6.966317, 0.639137, 9.405545], [-5.571673, 1.450144, 8.787564], [-4.340684, 0.815765, 8.696172], [-4.133223, -0.832549, 9.187562], [-3.241707, 1.502952, 8.202621], [-3.371788, 2.821022, 7.798007], [-4.604014, 3.455053, 7.883830], [-5.700679, 2.769958, 8.378282], [-2.282969, 1.008711, 8.136278], [-2.511357, 3.354498, 7.416537], [-4.709905, 4.483818, 7.566888], [-6.659930, 3.263720, 8.447308], [-7.570705, -7.090213, 7.213447], [-7.364570, -5.374843, 7.232428], [-6.232136, -4.781946, 7.771841], [-4.946570, -5.721739, 8.449266], [-6.108478, -3.400508, 7.774824], [-7.109459, -2.609766, 7.239056], [-8.241360, -3.201963, 6.694640], [-8.367433, -4.581253, 6.692509], [-5.226637, -2.940653, 8.197622], [-7.007396, -1.532556, 7.247393], [-9.026318, -2.588732, 6.272714], [-9.249415, -5.042257, 6.270108], [0.130286, 3.185109, -6.836666], [1.624906, 3.570133, -7.609486], [2.847028, 3.274950, -7.026056], [2.950204, 2.470319, -5.489995], [4.027578, 3.617912, -7.667049], [3.988316, 4.250768, -8.897127], [2.765803, 4.539430, -9.488362], [1.587945, 4.200269, -8.844773], [4.978957, 3.389220, -7.208100], [4.910486, 4.517634, -9.394978], [2.730767, 5.031140, -10.450914], [0.636271, 4.429342, -9.303479], [-6.935523, 0.658304, -6.522404], [-5.503804, 1.114497, -7.378267], [-4.237674, 0.855434, -6.873336], [-4.013389, 0.046192, -5.356724], [-3.112192, 1.243614, -7.585052], [-3.251072, 1.888315, -8.802654], [-4.517327, 2.144169, -9.312221], [-5.640537, 1.757968, -8.600001], [-2.126512, 1.040834, -7.188037], [-2.370201, 2.190159, -9.353941], [-4.629833, 2.644970, -10.264515], [-6.626533, 1.958102, -8.995663]], "forces_ev_per_a": [[-0.4, -0.3, -1.4], [0.3, 1.0, 0.9], [-0.6, -0.7, 0.2], [-0.1, -0.8, 0.0], [-0.4, 1.4, 2.2], [-0.7, -1.0, -0.4], [0.7, -0.5, -1.1], [-0.1, 0.2, 0.3], [-0.1, -0.1, 0.3], [-1.1, 0.0, 0.6], [0.3, 0.1, -0.3], [0.3, 0.2, -0.4], [0.1, -0.2, 0.2], [-0.1, -0.7, -0.2], [0.8, 0.5, -1.5], [0.0, -1.1, -0.3], [0.1, 0.1, -0.1], [-0.6, 0.1, 0.4], [0.1, -1.7, 0.7], [-0.9, 2.6, -0.3], [-0.1, -0.9, 1.2], [0.9, -0.7, -0.8], [0.9, 0.0, 0.3], [0.4, 1.2, 0.7], [0.5, -0.1, -1.1], [-0.6, 0.3, 0.2], [-0.5, -1.6, 0.6], [0.4, 0.5, -0.2], [0.0, 0.9, 0.0], [-0.3, -0.4, 0.3], [0.0, 0.6, -0.7], [0.2, -0.1, 0.3], [0.2, -0.7, 0.3], [-0.2, 0.2, -0.6], [-0.2, 0.2, 0.6], [0.8, 1.0, -0.2], [-0.6, -0.6, 0.2], [0.5, -0.1, -0.3], [-0.3, 1.8, -0.3], [0.1, -0.4, 0.2], [0.1, -0.8, 0.0], [0.0, 0.0, 0.0], [-0.3, -0.7, 0.1], [0.0, 0.1, -0.1], [0.2, 0.5, -0.7], [1.6, 0.9, 1.9], [-1.6, -0.5, -0.9], [-0.4, -1.2, -0.5], [0.0, 0.1, 0.4], [-0.1, 0.0, 0.3], [0.2, -0.1, 0.1], [0.1, -0.1, -0.2], [0.2, 0.2, 0.0], [0.1, 0.0, 0.0], [0.1, 0.0, -0.3], [0.0, 0.0, 0.2], [0.2, 0.1, -0.3], [-0.2, 0.0, 0.2], [0.0, 0.1, 0.0], [-0.1, 0.2, 0.2], [0.1, 0.1, 0.3], [-0.1, -0.2, -0.1], [0.1, 0.2, -0.1], [0.1, 0.0, -0.2], [-0.2, 0.3, -0.4], [0.0, 0.3, -0.7], [-0.3, 0.0, -0.2], [-0.1, -0.1, 0.2], [-0.2, 0.2, 0.1], [0.3, -0.2, -0.1], [0.4, 0.0, 0.1], [0.4, 0.5, 0.0], [-0.1, 0.0, 0.4], [-0.2, 0.0, 0.1], [0.2, -0.1, 0.0], [0.0, 0.0, -0.1], [-0.1, -0.1, 0.1], [-0.1, 0.1, 0.0], [0.1, 0.0, 0.0], [-0.1, -0.2, 0.1], [0.0, 0.1, -0.1], [0.0, 0.0, 0.0], [0.0, 0.0, 0.0], [0.4, -0.2, -0.1], [0.0, -0.1, 0.0], [-0.2, 0.1, 0.0], [0.1, 0.0, 0.0], [-0.2, 0.5, 0.1], [0.1, 0.1, -0.1], [-0.1, 0.0, 0.0], [0.1, 0.0, 0.0], [0.1, 0.1, -0.1], [0.0, -0.1, 0.1], [0.0, 0.0, 0.0], [0.0, 0.0, 0.0], [0.0, -0.1, 0.0], [0.1, 0.0, 0.0], [-0.1, -0.1, -0.1], [0.1, 0.1, 0.0], [0.0, -0.1, 0.0], [0.0, 0.1, 0.0], [-0.1, 0.0, -0.1], [0.1, 0.0, 0.0], [0.0, 0.2, 0.0], [-0.1, -0.1, 0.0], [0.0, 0.0, 0.0], [0.0, 0.0, 0.0], [0.0, -0.1, 0.0], [0.0, -0.1, 0.1], [-0.2, 0.0, 0.0], [0.1, 0.0, -0.1], [0.0, 0.0, 0.2], [0.1, 0.0, -0.1], [-0.1, 0.0, 0.0], [0.1, 0.0, 0.1], [0.1, 0.1, -0.1], [0.0, 0.0, 0.1], [0.0, 0.0, 0.0], [0.0, 0.0, 0.0], [0.0, 0.0, 0.1], [0.0, 0.0, 0.1], [-0.2, 0.0, 0.0], [0.1, 0.0, -0.1], [-0.1, 0.0, 0.1], [0.1, 0.1, -0.1], [-0.1, 0.0, 0.0], [0.1, 0.0, 0.0], [0.1, 0.1, -0.2], [-0.2, 0.0, 0.0], [0.0, 0.0, 0.0], [0.0, 0.0, 0.0], [0.0, 0.0, 0.1]], "mulliken_charge": [-1.924, 0.863, -1.535, -1.712, 1.201, -0.235, 1.008, -0.293, -0.292, 0.467, -0.218, -0.236, -0.251, 0.215, 0.580, -0.469, -0.614, -1.550, -0.049, 1.211, -0.504, -0.667, -0.513, 0.485, -1.383, -1.072, 1.028, -0.299, -0.338, 0.623, -0.269, -0.327, 0.561, -0.254, -0.292, 0.419, -0.220, -0.279, 1.498, -0.290, -0.301, -0.311, -0.313, -0.317, 0.449, -0.941, -0.502, -0.501, 0.573, 0.330, 0.509, 0.391, 0.333, 0.512, 0.280, 0.580, 0.568, 0.099, 0.354, -0.050, 0.325, 0.519, 0.396, 0.612, 0.461, -0.225, 0.389, 1.014, 0.347, 0.394, 0.456, 0.481, -0.098, -0.065, 0.542, -0.205, -0.481, -0.498, -0.752, 0.505, 0.414, 0.386, 0.433, -0.083, -0.170, 0.368, 0.392, -0.213, -0.395, -0.653, -0.455, -0.495, 0.352, 0.390, 0.376, 0.423, -0.197, 0.504, -0.003, -0.212, 0.233, -0.530, -0.489, -0.503, 0.054, 0.363, 0.384, 0.402, -0.179, 0.620, -0.042, 0.169, -0.405, -0.791, -0.573, -0.565, 0.496, 0.411, 0.387, 0.430, -0.203, 0.481, 0.001, -0.201, 0.071, -0.728, -0.448, -0.482, 0.334, 0.431, 0.374, 0.403], "e_lumo_ev": -4.48, "total_charge": 1, "multiplicity": 1, "energy_ev": -262168.2776}


{"formula": "CH5O3", "method": "the ωB97M-V functional and the def2-TZVPD basis", "elements": ["O", "H", "H", "H", "O", "C", "O", "H", "H"], "xyz": [[1.898668, -1.158686, 0.123485], [1.545063, -1.737583, -0.568744], [2.791245, -0.828953, 0.319186], [1.211355, -0.351057, 0.184842], [-0.031993, 0.259877, 0.043756], [-1.094762, 0.831843, 0.134696], [-2.184832, 0.345695, -0.407823], [-1.290294, 1.635183, 0.844212], [-2.844450, 1.003682, -0.673610]], "forces_ev_per_a": [[-1.3, 1.6, 1.2], [1.2, -0.3, -0.4], [0.4, -1.0, -0.9], [-0.2, -0.6, 0.1], [-0.1, 0.2, -0.3], [-0.8, -0.4, 1.1], [0.5, -0.3, -1.1], [0.4, 0.6, -0.2], [-0.1, 0.1, 0.5]], "mulliken_charge": [-0.419, 0.423, 0.429, 0.535, -0.552, 0.251, -0.375, 0.319, 0.390], "e_lumo_ev": -3.99, "total_charge": 1, "relative_energy_ev": 0.707, "multiplicity": 1, "energy_ev": -7252.5309}